1.
DFT (ωB97M-V with the def2-TZVPD basis set) results for C40H54As2BrF6MgN2O2S2Si as an isolated structure.

Computed properties:
Relative energy (zero: lowest compared OMol25 entry of this formula, charge and spin) ... 0.0 kcal per mole
<S²> ... 0.760
Frontier orbital gap (alpha / beta) ... 7.30 / 7.04 eV
LUMO energy (alpha / beta) ... 0.312 / -1.002 eV
Multiplicity ... 2
E_HOMO (alpha / beta) ... -6.984 / -8.043 eV

```
111
Properties=species:S:1:pos:R:3:forces:R:3:lowdin_charge:R:1
Mg -1.266 -0.571 1.395 0.51 0.17 0.01 0.33
C 3.109 0.470 2.998 -0.04 0.01 -0.02 -0.12
C 1.922 -0.148 2.300 0.06 -0.28 0.07 -0.77
S 0.887 0.871 1.441 -0.05 -0.08 -0.06 0.69
C 1.774 -1.556 2.346 0.10 0.26 -0.05 -0.77
C 2.819 -2.370 3.070 -0.05 -0.02 -0.04 -0.13
S 0.506 -2.398 1.629 -0.06 -0.07 0.11 0.71
H 3.054 1.554 2.953 0.00 0.02 0.00 0.06
H 4.045 0.157 2.526 -0.01 0.02 0.00 0.07
H 3.161 0.159 4.045 -0.01 0.00 0.00 0.08
H 3.826 -1.986 2.910 0.00 -0.02 -0.01 0.07
H 2.779 -3.408 2.749 -0.02 0.00 0.00 0.06
H 2.626 -2.351 4.147 0.02 0.01 0.00 0.09
N -5.914 0.398 -1.199 0.05 0.03 -0.07 0.19
C -5.377 -0.401 -2.158 0.04 0.03 0.02 -0.50
O -5.830 -0.498 -3.280 -0.08 -0.03 -0.02 0.07
C -4.159 -1.166 -1.735 -0.08 0.05 0.02 -0.11
C -3.926 -2.436 -2.237 0.01 -0.07 -0.11 0.02
C -2.817 -3.135 -1.800 -0.01 -0.01 -0.04 -0.02
C -1.979 -2.543 -0.873 0.05 0.14 0.04 -0.16
N -2.181 -1.306 -0.405 -0.21 -0.11 0.04 0.01
C -3.253 -0.634 -0.838 0.12 -0.04 0.10 -0.07
H -6.741 0.922 -1.427 0.00 -0.02 0.00 0.11
H -5.610 0.353 -0.242 -0.02 0.00 0.03 0.09
H -4.616 -2.857 -2.958 0.00 0.01 0.01 0.13
H -2.601 -4.132 -2.158 -0.01 0.00 0.01 0.11
H -1.113 -3.064 -0.487 0.00 0.00 0.02 0.07
H -3.372 0.365 -0.437 0.02 -0.03 0.05 0.10
O -2.211 1.152 1.283 -0.03 0.37 -0.11 -0.54
As -2.275 2.612 2.087 -0.08 -0.40 -0.04 1.24
C -4.098 3.155 1.997 -0.15 0.01 -0.09 -0.29
C -4.457 4.424 1.562 -0.07 0.00 0.06 -0.08
C -5.803 4.750 1.439 0.03 0.00 0.02 -0.07
C -6.775 3.812 1.755 0.02 -0.01 0.01 -0.08
C -6.411 2.543 2.193 -0.01 0.00 -0.01 -0.07
C -5.070 2.204 2.307 -0.04 0.07 0.01 -0.10
C -1.201 3.895 1.190 0.13 -0.01 -0.12 -0.32
C -0.470 4.848 1.886 -0.05 0.08 -0.07 -0.09
C 0.340 5.729 1.182 0.00 0.00 0.01 -0.07
C 0.418 5.647 -0.200 -0.02 -0.02 -0.02 -0.07
C -0.317 4.690 -0.892 0.00 0.00 0.04 -0.06
C -1.129 3.807 -0.198 0.10 0.07 0.02 -0.08
C -1.764 2.507 3.918 0.02 -0.11 0.14 -0.29
C -0.423 2.331 4.254 -0.03 0.09 0.05 -0.11
C -0.077 2.140 5.582 -0.04 -0.01 0.01 -0.06
C -1.061 2.117 6.563 0.00 -0.01 -0.01 -0.07
C -2.394 2.294 6.223 0.01 -0.01 0.00 -0.07
C -2.752 2.488 4.897 0.11 0.03 0.04 -0.08
H -3.697 5.155 1.316 0.02 0.01 -0.03 0.10
H -6.090 5.736 1.097 0.00 0.00 0.00 0.11
H -7.822 4.070 1.660 0.01 0.00 0.01 0.11
H -7.172 1.816 2.449 0.02 0.01 -0.01 0.11
H -4.780 1.212 2.635 -0.01 0.00 -0.03 0.09
H -0.529 4.907 2.965 0.02 -0.02 0.02 0.11
H 0.917 6.472 1.716 0.00 0.00 0.00 0.11
H 1.060 6.328 -0.743 0.00 0.00 0.00 0.11
H -0.247 4.625 -1.970 0.00 0.00 0.00 0.11
H -1.682 3.041 -0.726 0.00 -0.02 0.01 0.11
H 0.338 2.322 3.482 -0.05 0.02 0.07 0.04
H 0.961 1.995 5.850 0.01 0.00 0.00 0.11
H -0.787 1.951 7.597 0.00 0.01 0.00 0.11
H -3.160 2.266 6.987 0.00 0.00 0.00 0.11
H -3.793 2.616 4.635 -0.03 -0.01 0.00 0.10
C 3.855 -4.317 -3.446 0.02 -0.02 0.07 -0.09
C 2.841 -3.605 -2.534 0.02 -0.07 -0.06 -0.62
C 3.176 -3.968 -1.080 -0.04 -0.02 0.04 -0.10
C 1.444 -4.192 -2.801 0.04 -0.05 -0.02 -0.12
Si 2.887 -1.707 -2.811 -0.13 0.00 0.09 0.47
Br 0.941 -0.958 -1.929 0.01 0.08 -0.04 0.56
C 2.806 -1.194 -4.657 0.02 0.01 -0.06 -0.63
C 2.318 0.251 -4.847 -0.06 0.00 -0.04 -0.12
C 4.182 -1.321 -5.335 -0.05 0.04 -0.03 -0.09
C 1.799 -2.078 -5.408 0.01 0.02 -0.07 -0.11
C 4.259 -0.819 -1.817 0.13 -0.05 -0.05 -0.62
C 4.347 0.660 -2.221 0.04 0.02 0.01 -0.10
C 5.629 -1.472 -2.076 0.00 0.04 0.06 -0.08
C 3.986 -0.837 -0.306 0.07 0.07 -0.02 -0.12
H 3.849 -5.389 -3.215 0.01 0.02 0.00 0.09
H 4.876 -3.958 -3.294 -0.02 0.00 0.00 0.07
H 3.618 -4.214 -4.503 -0.03 0.01 -0.04 0.06
H 3.058 -5.051 -0.959 0.00 0.03 0.01 0.09
H 2.500 -3.483 -0.371 0.01 0.00 -0.02 0.05
H 4.202 -3.724 -0.809 0.03 0.00 0.00 0.06
H 1.497 -5.280 -2.676 -0.01 0.03 0.00 0.09
H 1.072 -3.991 -3.803 0.00 0.00 -0.02 0.06
H 0.714 -3.809 -2.089 0.01 0.00 0.01 0.04
H 2.990 0.992 -4.422 0.04 0.03 0.03 0.06
H 1.329 0.405 -4.415 0.02 -0.02 -0.02 0.05
H 2.249 0.448 -5.923 0.00 0.01 0.03 0.09
H 4.900 -0.607 -4.929 0.00 0.00 0.00 0.06
H 4.076 -1.100 -6.403 0.00 -0.01 0.02 0.09
H 4.614 -2.318 -5.249 -0.01 -0.04 0.01 0.07
H 0.810 -2.048 -4.945 0.01 0.02 -0.01 0.07
H 2.114 -3.118 -5.479 0.02 -0.03 0.01 0.06
H 1.696 -1.698 -6.431 0.00 -0.02 0.02 0.09
H 4.724 0.790 -3.235 -0.02 0.01 -0.02 0.06
H 5.048 1.165 -1.547 -0.01 0.00 -0.03 0.09
H 3.384 1.168 -2.136 0.01 -0.01 0.02 0.08
H 5.911 -1.456 -3.130 0.00 0.01 -0.03 0.07
H 5.666 -2.507 -1.737 0.00 0.01 0.02 0.06
H 6.399 -0.922 -1.523 -0.02 0.00 -0.01 0.09
H 3.019 -0.395 -0.068 -0.01 0.02 -0.01 0.02
H 4.761 -0.235 0.185 -0.02 -0.03 -0.01 0.09
H 4.020 -1.832 0.128 -0.02 -0.06 0.00 0.06
F -1.820 -0.771 3.343 -0.13 0.01 0.02 -0.29
As -3.323 -1.791 3.473 0.30 0.15 -0.18 0.74
F -2.563 -2.759 2.241 0.00 -0.19 -0.06 -0.26
F -2.572 -2.680 4.712 0.10 -0.12 0.18 -0.20
F -4.727 -2.750 3.492 -0.23 -0.16 0.02 -0.20
F -3.953 -0.642 4.577 -0.09 0.15 0.16 -0.21
F -3.945 -0.827 2.154 -0.20 0.06 -0.09 -0.25
```
Forces are in eV/Å.

2.
DFT (ωB97M-V with the def2-TZVPD basis set) results for C40H55BrF16KMg2N3O11PS2 as an isolated structure at a distorted geometry.

Computed properties:
Frontier orbital gap ... 1.22 eV
LUMO energy ... -4.249 eV
Net charge ... -1
E_HOMO ... -5.466 eV

```
132
Properties=species:S:1:pos:R:3:forces:R:3:lowdin_charge:R:1
C 10.347 -4.576 0.724 0.14 -0.19 0.27 -0.09
C 9.174 -3.739 0.270 0.43 0.35 0.22 -0.27
C 9.639 -2.310 -0.046 -0.62 -1.22 0.05 -0.17
C 8.517 -1.526 -0.729 -0.10 0.78 -0.86 -0.26
C 8.462 -0.021 -0.391 -0.01 -0.43 0.50 -0.19
C 7.264 0.228 0.527 0.14 0.19 -0.48 -0.17
C 6.006 0.589 -0.304 0.75 -0.51 0.22 -0.24
C 5.219 1.836 0.135 -0.48 -0.55 -0.42 -0.15
C 3.717 1.566 0.145 0.34 0.72 0.32 -0.20
C 2.903 2.847 0.152 -0.43 -0.03 -0.30 -0.21
C 1.405 2.555 -0.010 0.64 0.62 0.41 -0.20
C 0.583 3.658 0.644 -0.39 -0.82 -0.47 -0.21
C -0.894 3.328 0.614 -0.34 0.75 0.77 -0.20
C -1.725 4.340 1.410 -0.16 0.29 -0.87 -0.21
C -3.209 4.049 1.198 0.21 -0.02 1.07 -0.20
C -3.688 2.962 2.183 -0.56 -0.32 -0.83 -0.13
C -3.694 1.597 1.533 0.07 0.19 0.56 -0.15
C -4.539 1.387 0.453 0.41 -0.65 0.20 -0.01
C -4.536 0.169 -0.182 0.22 0.14 0.23 -0.22
F -5.362 0.037 -1.236 -0.08 0.00 -0.08 0.04
C -3.718 -0.865 0.254 0.28 -0.16 -0.37 -0.14
C -2.897 -0.683 1.371 -0.12 0.83 -0.53 -0.09
C -2.879 0.567 2.015 -0.05 -0.34 -0.19 -0.18
N -2.030 0.859 3.130 -0.04 0.62 -0.13 0.09
C -2.065 -1.821 1.854 0.60 0.61 -0.49 -0.34
O -1.567 -1.716 2.961 -0.18 -1.60 1.14 -0.01
C -1.880 -3.013 0.959 -0.20 0.41 -0.20 -0.12
C -0.862 -4.020 1.330 0.35 -0.64 0.46 -0.16
C -1.135 -4.639 2.708 0.17 -1.06 -3.16 -0.24
C -2.629 -3.139 -0.139 -0.03 -0.24 0.05 -0.11
C -2.546 -4.246 -1.148 0.39 -0.17 -0.30 -0.10
C -1.631 -3.865 -2.334 -0.54 0.52 0.79 -0.04
C -0.167 -4.117 -2.127 -0.28 0.05 -1.34 -0.64
F 0.453 -4.107 -3.341 0.21 -0.05 -0.18 0.10
F 0.433 -3.183 -1.413 0.22 0.08 0.68 0.16
F 0.103 -5.324 -1.603 0.12 -0.24 0.40 0.13
C -3.680 -2.157 -0.471 -0.23 0.48 0.32 -0.38
O -4.472 -2.396 -1.350 -0.32 -0.14 -0.72 0.10
H 11.125 -4.591 -0.028 0.13 -0.20 -0.25 0.05
H 10.040 -5.592 0.955 0.02 -0.17 -0.10 0.08
H 10.802 -4.179 1.630 -0.04 0.17 0.13 0.08
H 8.437 -3.671 1.074 -0.31 -0.12 -0.07 0.11
H 8.718 -4.197 -0.607 -0.14 -0.03 -0.13 0.11
H 9.881 -1.849 0.907 0.16 0.35 -0.01 0.13
H 10.520 -2.387 -0.677 0.16 0.37 -0.09 0.13
H 8.640 -1.667 -1.819 0.00 -0.27 -0.17 0.12
H 7.565 -1.993 -0.370 -0.10 -0.30 -0.02 0.08
H 9.376 0.238 0.130 0.23 0.05 -0.11 0.13
H 8.415 0.597 -1.287 0.10 0.23 -0.07 0.12
H 7.067 -0.689 1.078 0.01 0.08 0.37 0.12
H 7.511 0.991 1.256 -0.29 0.31 -0.02 0.12
H 5.332 -0.298 -0.305 -0.58 0.07 0.34 0.09
H 6.339 0.764 -1.351 -0.04 0.58 -0.25 0.08
H 5.441 2.643 -0.555 0.15 0.16 -0.02 0.13
H 5.563 2.103 1.129 0.08 0.13 0.10 0.12
H 3.448 0.964 -0.721 -0.19 -0.16 -0.08 0.12
H 3.481 1.039 1.068 -0.18 -0.49 -0.15 0.13
H 3.057 3.394 1.081 0.17 -0.03 0.21 0.12
H 3.212 3.520 -0.649 0.20 0.02 -0.10 0.11
H 1.184 2.532 -1.071 -0.21 -0.34 -0.15 0.11
H 1.185 1.592 0.448 -0.25 -0.20 -0.05 0.11
H 0.891 3.764 1.683 0.13 0.22 0.13 0.12
H 0.736 4.588 0.099 0.17 0.28 0.20 0.11
H -1.091 2.344 1.036 0.13 -0.26 -0.20 0.10
H -1.300 3.374 -0.395 0.23 -0.32 -0.29 0.12
H -1.524 5.338 1.014 0.20 0.14 0.00 0.11
H -1.461 4.357 2.465 0.01 -0.10 0.16 0.11
H -3.817 4.939 1.342 0.01 0.20 -0.05 0.10
H -3.318 3.717 0.169 -0.31 0.04 -0.16 0.07
H -4.718 3.160 2.482 -0.10 0.12 0.09 0.11
H -3.076 2.935 3.071 0.12 0.05 0.16 0.09
H -5.192 2.170 0.085 0.16 -0.15 0.40 -0.07
H -1.070 0.738 2.825 0.13 -0.24 0.08 0.09
H -2.179 0.173 3.851 0.06 -0.19 0.00 0.07
H -0.841 -4.849 0.637 -0.02 0.10 -0.37 0.09
H 0.122 -3.562 1.312 -0.02 0.46 0.02 0.11
H -0.170 -4.736 3.243 -0.44 0.08 -0.33 0.06
H -1.526 -5.654 2.566 0.01 -0.03 0.15 0.10
H -1.904 -4.091 3.237 -0.15 -0.45 -4.06 -0.07
H -3.523 -4.393 -1.587 -0.28 0.01 0.16 0.11
H -2.247 -5.188 -0.705 0.10 -0.14 0.03 0.11
H -1.978 -4.296 -3.264 0.20 -0.42 -0.09 0.13
H -1.731 -2.789 -2.450 0.11 0.18 -0.25 0.14
F 0.173 -1.421 1.070 0.08 0.24 -0.19 -0.55
K -1.426 -4.021 4.826 0.10 1.92 7.34 1.02
C -8.680 0.206 -0.173 -0.23 -0.04 -0.01 -0.03
C -8.692 1.703 -0.380 0.42 -0.34 -0.17 -0.27
O -10.031 2.190 -0.596 -0.13 0.21 -0.05 0.02
C -10.750 2.419 0.493 0.35 -0.08 -0.15 -0.40
O -10.405 2.269 1.624 -0.15 0.05 0.20 0.18
C -12.129 2.970 0.090 -0.30 0.02 -0.13 -0.54
F -12.651 2.296 -0.938 0.02 -0.08 -0.02 0.17
F -12.031 4.255 -0.276 0.11 0.07 0.04 0.17
F -12.983 2.895 1.108 0.25 0.03 -0.11 0.15
H -9.169 -0.295 -1.008 0.08 0.01 -0.07 0.09
H -7.661 -0.167 -0.089 0.05 0.00 0.01 0.07
H -9.219 -0.059 0.735 0.08 0.04 0.07 0.09
H -8.140 1.994 -1.293 -0.56 -0.33 0.27 -0.02
H -8.231 2.227 0.462 -0.19 0.03 0.06 0.10
Mg -6.243 3.339 -1.374 0.19 0.75 -0.63 0.65
F 14.821 -3.641 -0.889 0.27 -0.16 -0.57 -0.21
P 13.965 -4.849 -1.621 0.31 -0.27 -0.38 0.37
F 14.407 -4.109 -3.029 -0.85 -0.02 -0.02 -0.21
F 12.647 -5.863 -1.565 0.16 -0.08 -0.61 -0.23
F 12.695 -3.751 -1.639 0.17 0.36 0.89 -0.25
F 14.420 -5.609 -0.224 -0.84 0.09 0.07 -0.22
F 14.702 -6.106 -2.398 0.52 0.20 0.74 -0.21
Br -5.273 -2.482 2.156 -0.37 -0.52 0.70 -0.12
C 1.543 5.718 -2.619 -0.04 0.15 0.07 -0.91
O 0.969 6.760 -2.332 -0.01 0.00 0.00 0.22
O 2.756 5.613 -2.921 0.02 -0.08 0.00 0.28
O 1.014 4.579 -2.643 0.01 -0.06 -0.06 0.27
Mg 6.325 -1.145 -1.900 0.69 0.42 -0.05 1.30
N 6.687 2.347 -6.644 0.00 -0.52 0.51 -0.29
S 7.586 1.594 -7.732 0.63 0.10 -1.48 0.49
O 7.088 0.321 -8.132 -0.22 -0.04 0.28 -0.28
O 8.990 1.747 -7.564 -0.01 0.12 0.35 -0.27
F 7.242 2.535 -8.956 -0.16 0.08 0.39 -0.18
S 6.669 1.679 -5.243 -0.45 0.01 0.35 0.45
O 5.619 2.178 -4.408 -0.07 0.26 0.03 -0.32
O 7.931 1.453 -4.596 0.16 -0.26 0.13 -0.32
F 6.161 0.172 -5.528 0.01 -0.26 0.19 -0.24
N -15.759 2.341 4.140 0.03 -0.08 0.03 0.00
C -14.658 2.216 3.334 -0.21 -0.03 0.26 -0.14
C -13.812 1.315 3.920 0.02 -0.04 -0.02 -0.10
C -14.428 0.876 5.125 0.01 0.00 -0.02 -0.11
C -15.628 1.525 5.230 -0.03 0.05 0.01 -0.15
H -16.542 2.940 3.958 -0.02 0.01 -0.01 0.14
H -14.581 2.776 2.428 -0.06 0.07 -0.05 0.09
H -12.857 1.005 3.530 0.02 0.02 0.00 0.09
H -14.033 0.164 5.830 0.01 -0.01 0.00 0.09
H -16.395 1.478 5.984 0.01 -0.01 0.02 0.10
```
Forces are in eV/Å.